# 1
Entry from the Open Molecules 2025 dataset: a structure of composition C50H36N6Ni at a distorted geometry (wB97M-V/def2-TZVPD).

The value obtained for the gap between HOMO and LUMO (alpha / beta) is 4.27 / 4.19 eV. As for the calculated total energy: -3763.6723 a.u. Its total charge is -2. Its LUMO energy (alpha / beta) is 4.397 / 4.400 eV.

Last column: Mulliken charge in e.
Geometry (Å):
Ni: -0.13 0.10 -0.45  0.003
C: 2.01 5.37 -5.48  -0.291
C: 2.98 4.68 -4.77  -0.838
C: 2.60 3.69 -3.85  0.096
C: 1.27 3.37 -3.65  -0.153
C: 0.32 4.07 -4.33  -0.153
C: 0.67 5.07 -5.25  -0.849
C: 0.92 2.39 -2.72  0.854
C: 0.09 1.37 -3.05  0.098
C: -0.34 1.12 -4.39  -1.050
C: -1.20 0.00 -4.33  -1.510
C: -1.28 -0.37 -2.98  0.742
C: -2.14 -1.23 -2.52  0.450
C: -2.52 -2.29 -3.35  0.818
C: -3.56 -3.08 -3.06  -0.295
C: -3.96 -4.17 -3.88  -0.986
C: -3.27 -4.48 -5.03  -0.346
C: -2.15 -3.73 -5.30  -0.901
C: -1.77 -2.66 -4.45  -0.430
C: -2.63 -1.06 -1.23  0.096
N: -1.88 -0.57 -0.22  -0.048
C: -2.67 -0.56 0.91  -0.425
C: -2.11 -0.35 2.18  0.841
C: -2.86 -0.59 3.30  -0.043
C: -3.28 -1.88 3.58  0.384
C: -4.01 -2.16 4.75  -1.039
C: -4.33 -1.14 5.63  -0.336
C: -3.91 0.16 5.34  -0.823
C: -3.17 0.40 4.15  0.364
C: -0.80 0.06 2.38  0.471
C: -0.23 0.09 3.67  -1.054
C: 1.10 0.54 3.50  -1.649
C: 1.24 0.77 2.12  0.317
N: 0.14 0.43 1.45  0.086
C: 2.26 1.46 1.66  0.335
C: 2.07 2.25 0.58  0.072
C: 2.04 3.61 0.43  -0.939
C: 1.65 3.90 -0.91  -0.912
C: 1.42 2.64 -1.55  0.108
N: 1.73 1.69 -0.61  0.844
C: 3.53 1.54 2.25  0.665
C: 4.33 2.58 1.92  -0.922
C: 5.63 2.76 2.42  -0.881
C: 6.18 1.85 3.30  -0.371
C: 5.40 0.75 3.62  -1.056
C: 4.09 0.60 3.07  0.258
C: -3.93 -0.99 0.61  -0.744
C: -3.91 -1.30 -0.79  -0.950
N: -0.49 0.42 -2.25  -0.358
H: 2.29 6.16 -6.20  0.322
H: 4.05 4.91 -4.92  0.315
H: 3.37 3.14 -3.25  0.359
H: -0.76 3.83 -4.12  0.385
H: -0.13 5.62 -5.79  0.303
H: -0.08 1.72 -5.29  0.486
H: -1.79 -0.45 -5.16  0.554
H: -4.11 -2.89 -2.11  0.235
H: -4.84 -4.79 -3.57  0.293
H: -3.58 -5.32 -5.68  0.324
H: -1.51 -3.97 -6.18  0.295
H: -0.79 -2.15 -4.65  0.420
H: -3.02 -2.69 2.85  0.216
H: -4.33 -3.21 4.97  0.308
H: -4.90 -1.34 6.56  0.316
H: -4.15 1.00 6.02  0.306
H: -2.82 1.44 3.90  0.329
H: -0.75 -0.15 4.61  0.429
H: 1.88 0.76 4.28  0.422
H: 2.25 4.34 1.24  0.576
H: 1.49 4.90 -1.37  0.396
H: 3.92 3.34 1.19  0.363
H: 6.23 3.64 2.10  0.316
H: 7.20 1.97 3.70  0.306
H: 5.81 -0.05 4.28  0.302
H: 3.55 -0.30 3.28  0.406
H: -4.79 -1.07 1.31  0.476
H: -4.78 -1.63 -1.40  0.591
C: 1.60 0.35 -0.78  -0.532
H: 2.29 -0.20 0.02  0.130
H: 1.92 0.08 -1.85  0.564
N: -1.20 -3.52 0.87  -0.476
C: -0.07 -3.39 1.65  0.366
C: 0.06 -4.14 2.82  -0.445
C: 1.21 -4.03 3.56  -0.329
C: 2.22 -3.18 3.13  -0.798
C: 2.00 -2.45 1.93  -0.263
N: 0.89 -2.56 1.22  -0.035
H: -2.06 -3.85 1.34  0.289
H: -1.36 -2.80 0.17  0.122
H: -0.76 -4.81 3.14  0.288
H: 1.32 -4.61 4.49  0.309
H: 3.15 -3.03 3.70  0.390
H: 2.75 -1.70 1.57  0.518



# 2
Entry from the Open Molecules 2025 dataset: a structure of composition C50H37AuCl2N5O5S4 (wB97M-V/def2-TZVPD).

The value obtained for the gap between HOMO and LUMO is 5.90 eV. As for the calculated total energy: -5225.8252 a.u. Its total charge is +1. Its LUMO energy is -3.753 eV.

Last column: Mulliken charge in e.
Geometry (Å):
Au: -0.56 -1.13 -1.62  1.891
N: -1.23 -1.86 0.09  -0.605
S: -1.66 -1.28 1.37  1.702
N: -0.77 -0.19 2.19  0.261
S: -0.78 1.34 2.02  1.315
N: -0.67 2.00 0.62  0.053
S: 0.51 1.51 -0.43  1.421
N: 0.69 0.06 -0.67  -0.105
C: 0.09 2.63 -1.73  0.651
C: -1.25 2.91 -2.01  -0.181
C: -1.55 3.72 -3.08  -0.933
C: -0.52 4.25 -3.87  -0.652
C: 0.80 3.95 -3.59  -0.832
C: 1.12 3.12 -2.52  -0.625
C: 2.05 2.09 0.22  -0.372
C: 3.05 1.15 0.43  -0.267
C: 4.25 1.60 0.96  -0.512
C: 4.42 2.95 1.27  -0.587
C: 3.39 3.86 1.05  -1.017
C: 2.19 3.44 0.52  -0.337
C: -2.22 2.10 2.72  0.440
C: -2.49 1.78 4.05  -0.922
C: -3.62 2.32 4.63  -0.792
C: -4.46 3.15 3.89  -0.614
C: -4.17 3.45 2.57  -0.812
C: -3.03 2.93 1.97  0.108
C: 0.51 1.84 3.12  0.464
C: 1.44 0.92 3.58  -0.354
C: 2.46 1.38 4.40  -0.865
C: 2.53 2.72 4.75  -0.549
C: 1.59 3.63 4.27  -0.806
C: 0.57 3.20 3.45  -0.750
C: -1.68 -2.57 2.58  0.033
C: -1.63 -2.28 3.94  -0.163
C: -1.66 -3.34 4.83  -0.750
C: -1.75 -4.65 4.36  -0.591
C: -1.79 -4.91 3.00  -0.792
C: -1.76 -3.86 2.09  -0.633
C: -3.34 -0.64 1.33  0.575
C: -4.23 -0.79 2.39  -0.295
C: -5.53 -0.33 2.24  -0.763
C: -5.92 0.27 1.06  -0.721
C: -5.02 0.43 0.01  -0.701
C: -3.72 -0.03 0.14  -0.221
H: -2.03 2.49 -1.39  0.261
H: -2.58 3.96 -3.31  0.472
H: -0.76 4.89 -4.70  0.423
H: 1.60 4.35 -4.21  0.473
H: 2.15 2.86 -2.31  0.719
H: 2.90 0.11 0.17  0.129
H: 5.06 0.90 1.12  0.585
H: 5.36 3.29 1.68  0.441
H: 3.54 4.91 1.29  0.445
H: 1.38 4.14 0.34  0.616
H: -1.82 1.15 4.61  0.265
H: -3.85 2.09 5.67  0.484
H: -5.35 3.56 4.35  0.434
H: -4.82 4.10 2.00  0.507
H: -2.77 3.16 0.94  0.431
H: 1.37 -0.12 3.29  0.513
H: 3.21 0.69 4.77  0.498
H: 3.33 3.07 5.39  0.450
H: 1.65 4.67 4.55  0.468
H: -0.17 3.89 3.06  0.521
H: -1.54 -1.26 4.28  0.269
H: -1.61 -3.15 5.89  0.455
H: -1.77 -5.47 5.06  0.414
H: -1.84 -5.93 2.64  0.453
H: -1.77 -4.03 1.02  0.411
H: -3.92 -1.28 3.30  0.475
H: -6.23 -0.46 3.05  0.480
H: -6.95 0.62 0.94  0.418
H: -5.34 0.89 -0.92  0.506
H: -3.02 0.04 -0.68  0.030
Cl: 0.71 -3.60 -8.24  -0.210
C: 0.46 -2.68 -6.79  0.038
C: 1.19 -1.50 -6.59  -0.503
C: 1.02 -0.76 -5.45  0.711
Cl: 1.94 0.68 -5.22  -0.177
C: 0.11 -1.15 -4.43  0.006
O: -0.03 -0.37 -3.39  -0.980
C: -0.61 -2.35 -4.67  0.832
C: -1.53 -2.87 -3.73  -0.180
O: -1.87 -2.37 -2.63  -0.719
C: -0.42 -3.10 -5.85  -1.064
H: 1.89 -1.17 -7.34  0.476
H: -2.02 -3.81 -3.99  0.433
H: -0.98 -4.02 -5.99  0.425
O: 5.59 -1.12 -0.92  -0.681
S: 5.00 -2.42 -0.66  1.305
O: 5.78 -3.37 0.09  -0.730
N: 3.51 -2.25 -0.04  -0.522
C: 2.57 -2.67 -0.88  0.340
O: 1.34 -2.66 -0.65  -0.587
C: 3.13 -3.14 -2.21  0.130
C: 2.42 -3.58 -3.32  -0.097
C: 3.13 -4.01 -4.43  -0.656
C: 4.53 -4.02 -4.42  -0.598
C: 5.23 -3.57 -3.31  -0.698
C: 4.50 -3.13 -2.22  -0.074
H: 1.34 -3.62 -3.28  0.607
H: 2.60 -4.36 -5.31  0.462
H: 5.07 -4.38 -5.29  0.411
H: 6.31 -3.58 -3.29  0.458



# 3
Entry from the Open Molecules 2025 dataset: a structure of composition C50H40N4S3Ti at a distorted geometry (wB97M-V/def2-TZVPD).

The value obtained for the gap between HOMO and LUMO (alpha / beta) is 5.24 / 5.40 eV. As for the calculated total energy: -4192.1534 a.u. Its multiplicity is 2. Its total charge is +1. Its LUMO energy (alpha / beta) is -3.383 / -4.009 eV.

Last column: Mulliken spin population.
Geometry (Å):
Ti: -0.43 0.06 -0.53  -0.037
C: 5.97 2.64 3.38  0.005
C: 4.75 3.23 3.65  -0.003
C: 3.62 2.85 2.94  0.012
C: 3.70 1.86 1.96  0.012
C: 4.94 1.29 1.68  0.011
C: 6.07 1.66 2.39  -0.002
C: 2.52 1.45 1.17  0.048
C: 1.45 0.93 1.82  -0.049
C: 1.38 0.78 3.26  0.033
C: 0.10 0.53 3.60  0.000
C: -0.66 0.40 2.38  0.034
N: 0.16 0.57 1.32  0.053
C: -2.05 0.03 2.34  0.099
C: -2.44 -0.98 1.43  -0.068
C: -3.42 -2.02 1.62  0.152
C: -3.24 -2.93 0.62  -0.112
C: -2.15 -2.48 -0.19  0.220
C: -1.41 -3.21 -1.12  -0.042
C: -1.91 -4.55 -1.54  -0.060
C: -1.72 -5.67 -0.74  -0.016
C: -2.19 -6.91 -1.15  0.004
C: -2.86 -7.03 -2.36  -0.002
C: -3.05 -5.92 -3.17  0.004
C: -2.58 -4.68 -2.76  -0.027
C: -0.14 -2.80 -1.53  0.207
N: 0.40 -1.57 -1.26  0.002
C: 1.71 -1.58 -1.70  -0.050
C: 2.55 -0.48 -1.52  0.116
C: 4.01 -0.62 -1.64  0.037
C: 4.69 -1.59 -0.90  0.024
C: 6.07 -1.71 -0.98  -0.006
C: 6.79 -0.87 -1.81  0.013
C: 6.13 0.09 -2.56  -0.004
C: 4.75 0.21 -2.48  0.035
C: 1.94 0.78 -1.18  0.068
C: 2.64 3.23 -0.70  0.008
C: 3.78 2.64 -0.78  0.012
C: 2.64 1.77 -0.30  0.005
N: 0.71 1.06 -1.48  0.110
C: 2.00 -2.87 -2.26  0.136
C: 0.85 -3.60 -2.20  -0.099
N: -1.74 -1.25 0.28  0.012
C: -3.01 0.62 3.29  0.010
C: -4.39 0.42 3.12  0.044
C: -5.33 1.00 3.97  -0.022
C: -4.92 1.83 5.00  0.036
C: -3.57 2.10 5.14  -0.024
C: -2.64 1.52 4.30  0.033
H: 6.85 2.94 3.93  0.000
H: 4.68 4.00 4.40  0.000
H: 2.67 3.32 3.14  0.001
H: 5.02 0.53 0.91  0.005
H: 7.02 1.20 2.18  0.000
H: 2.22 0.87 3.93  0.003
H: -0.28 0.33 4.59  0.001
H: -4.08 -2.12 2.46  0.002
H: -3.74 -3.88 0.50  -0.007
H: -1.20 -5.57 0.20  0.001
H: -2.04 -7.78 -0.52  0.000
H: -3.22 -8.00 -2.68  0.000
H: -3.56 -6.02 -4.11  0.000
H: -2.72 -3.81 -3.39  0.000
H: 4.13 -2.24 -0.23  -0.001
H: 6.58 -2.47 -0.40  0.000
H: 7.87 -0.96 -1.88  0.001
H: 6.68 0.74 -3.23  0.000
H: 4.23 0.95 -3.08  -0.001
H: 2.01 4.10 -0.78  0.000
H: 4.83 2.64 -1.01  0.002
H: 2.95 -3.17 -2.67  0.003
H: 0.69 -4.60 -2.55  -0.011
H: -4.76 -0.16 2.30  0.003
H: -6.38 0.81 3.81  0.000
H: -5.65 2.28 5.67  0.002
H: -3.23 2.78 5.91  -0.001
H: -1.61 1.82 4.42  0.007
C: -1.61 1.41 -3.86  0.002
C: -1.80 2.91 -3.67  -0.001
S: -0.71 3.68 -2.45  0.001
C: -1.86 4.56 -1.37  0.001
C: -2.99 3.75 -0.78  0.001
S: -2.55 2.18 0.04  0.006
C: -3.90 1.16 -0.60  -0.006
C: -3.78 0.79 -2.08  0.002
S: -2.13 0.22 -2.58  0.003
H: -2.13 1.10 -4.77  0.000
H: -0.55 1.17 -4.00  0.000
H: -1.61 3.37 -4.64  0.000
H: -2.84 3.15 -3.43  0.000
H: -1.22 4.97 -0.58  0.000
H: -2.29 5.42 -1.90  0.000
H: -3.51 4.35 -0.04  -0.001
H: -3.72 3.51 -1.55  0.000
H: -3.90 0.26 0.02  0.008
H: -4.84 1.67 -0.43  -0.001
H: -4.48 -0.02 -2.30  0.000
H: -4.04 1.62 -2.72  0.000



Question: total charge of number 2 (C50H37AuCl2N5O5S4)?
Answer: +1